Record 1
Below is a structure of composition C18H38InO7, with properties calculated with ωB97M-V/def2-TZVPD.

```
64
Properties=species:S:1:pos:R:3:forces:R:3:mulliken_charge:R:1
H -4.14346 -2.01187 -3.67650 -0.191 0.047 0.005 0.234
H -4.23397 -4.39683 -6.65347 0.013 -0.003 0.023 0.299
O -3.19916 -4.84530 -4.42232 0.030 -0.068 -0.028 -0.565
H -0.00943 2.56100 2.01863 -0.070 0.187 -0.109 -0.358
C 0.89277 5.36619 0.47118 0.664 -0.720 0.327 -1.062
H 3.58994 -1.21881 0.30164 0.101 -0.106 0.108 0.355
H -4.07824 -0.89742 3.92389 0.131 -0.036 0.107 0.327
H -2.01362 -0.87056 -5.05088 0.157 -0.102 -0.034 0.151
H 4.19153 -0.17529 2.29900 0.203 0.386 0.384 0.230
C -4.61631 -3.67954 -5.93007 0.157 -0.201 -0.093 -1.055
O 0.53995 -1.52575 0.07860 0.026 -0.277 0.111 -0.406
C 4.08058 1.03312 5.56190 0.200 -0.201 0.213 -1.140
H -4.28071 0.82557 3.55174 0.026 0.012 -0.030 0.313
H 0.54715 5.94789 1.31993 -0.187 0.278 -0.061 0.297
H -2.09842 3.80757 0.30512 0.333 0.188 0.151 -0.384
H 0.09634 2.42769 -0.91251 0.176 0.242 0.276 -0.322
C 1.86668 -3.49220 0.22995 -0.281 -0.023 -0.088 -1.343
H -5.70065 -3.78440 -5.86770 -0.017 0.183 0.000 0.324
C 2.43441 5.17710 0.65748 -0.008 0.302 -0.983 -0.229
H 2.78441 5.58823 1.59729 0.020 -0.049 0.272 0.208
H 2.09179 -3.93672 1.20092 0.178 -0.003 -0.041 0.336
H -5.48141 -3.12664 -3.27655 -0.026 0.184 -0.089 0.398
C 3.84560 0.52586 3.05749 0.593 -0.225 0.267 -0.861
C -0.83174 -0.95513 -2.44885 -0.241 0.185 -0.021 -0.688
C -1.38444 -0.01547 -4.79126 -0.094 0.239 -0.018 -1.065
H 0.76490 5.91994 -0.45105 -0.376 0.143 -0.076 0.333
H -0.87523 -0.67912 -1.40357 0.010 0.108 0.000 0.128
O 2.95097 3.06272 1.51861 0.001 -3.146 4.452 -0.366
H 2.97649 -1.50572 1.95375 -0.051 -0.260 -0.322 0.376
H -2.79806 0.27282 4.35030 -0.004 -0.137 0.049 0.313
H 4.58297 0.66586 6.45552 0.005 -0.017 -0.018 0.343
C -3.56004 0.01281 3.61367 -0.131 0.167 -0.067 -1.225
C -2.91930 -0.19133 2.25775 0.116 0.036 0.036 0.818
H -1.05060 -1.07538 2.82277 -0.036 -0.088 0.065 0.296
H -1.78889 0.87669 -5.26611 0.000 0.010 0.030 0.311
In -0.33988 3.46805 0.48975 -0.453 -0.514 -0.269 0.531
C 2.71357 -1.16321 0.95011 -0.586 -0.172 -0.290 -0.964
O 3.30785 3.21402 -0.60468 0.432 0.361 -0.435 -0.426
H 0.20718 -1.15595 -2.71609 -0.037 -0.151 -0.043 0.303
O 5.20358 -0.77962 4.51346 0.051 -0.051 0.071 -0.608
H 2.75721 0.47476 3.11535 0.035 0.329 0.001 0.310
C 2.90800 3.75100 0.60141 -0.214 2.458 -2.956 0.158
H -1.43621 -1.85368 -2.60142 0.157 -0.091 -0.133 0.213
C 4.45181 0.16320 4.38466 -0.044 0.011 -0.141 0.765
H -3.88683 -3.34494 -2.53760 0.017 0.008 -0.014 0.257
C 1.59970 -2.01215 0.38837 0.193 0.189 -0.010 0.565
O -1.75532 1.19790 -2.77988 -0.311 0.210 -0.184 -0.486
H 2.94964 5.72014 -0.14161 0.099 0.143 0.003 0.262
H -0.37018 -0.18173 -5.15897 -0.042 -0.172 -0.019 0.337
H 4.39269 2.06183 5.37752 -0.197 0.048 -0.058 0.304
H 3.00232 1.00093 5.72320 -0.022 0.187 -0.096 0.320
H 4.14485 1.53114 2.76874 -0.278 0.119 0.039 0.420
H 3.97184 3.81999 -0.95034 -0.250 0.137 -0.490 0.294
H -4.36324 -2.67199 -6.26406 -0.166 0.056 0.045 0.283
O -3.22219 0.48878 1.31350 -0.228 -0.018 -0.147 -0.503
H 0.98355 -3.97629 -0.18296 -0.008 0.021 -0.003 0.342
H 2.38345 -0.12699 1.00608 -0.046 -0.071 -0.094 0.320
H 2.70574 -3.64954 -0.44990 0.105 -0.032 0.139 0.357
H -1.50417 -1.31824 1.12923 0.016 0.049 0.047 -0.234
C -3.99264 -3.94818 -4.58063 0.007 0.013 0.064 0.887
C -4.40633 -3.04580 -3.44519 0.207 -0.178 0.111 -1.053
C -1.36731 0.18055 -3.28570 0.134 -0.158 0.111 0.778
H -2.32896 -2.24919 2.39452 0.063 0.011 0.174 0.397
C -1.88250 -1.28241 2.14689 -0.059 0.021 -0.226 -0.451
```
Forces are in eV/Å.

Energy relative to the best compared isomer or geometry (same formula, charge and spin) (kJ/mol): 0.0
Charge: -1
E_tot (eV): -38786.23057
HOMO (hartree): -0.159
HOMO-LUMO gap (hartree): 0.2460

Record 2
Below is a structure of composition C18H38MoN3O2PSi, with properties calculated with ωB97M-V/def2-TZVPD.

```
64
Properties=species:S:1:pos:R:3:forces:R:3:lowdin_spin:R:1
H 2.26767 0.41477 -2.83911 0.107 0.168 0.155 0.005
H 1.01394 -3.55177 -1.76255 0.225 0.081 0.009 0.000
H -4.19766 2.41268 -1.37753 0.124 -0.171 0.040 0.000
C -2.96211 1.23498 1.23105 1.533 -0.073 -0.660 0.007
C -1.87941 -2.26714 -0.85523 0.104 3.020 -1.542 0.006
N 1.08779 1.26975 0.55575 -1.447 -1.125 -0.693 0.146
H -3.21019 -1.91890 0.76412 0.064 -0.100 -0.174 -0.001
H -5.70764 2.30535 1.22630 -0.074 -0.411 -0.220 0.000
H 0.43535 0.20706 -4.94697 -0.134 -0.272 0.121 0.001
C -5.41999 1.32595 0.81023 -0.432 0.064 -0.029 0.000
H 4.04802 -1.52577 -0.22928 0.153 0.291 0.054 0.000
H 2.73794 -3.61095 -1.27415 -0.199 0.169 -0.198 0.001
H -1.09914 1.80928 3.06640 -0.194 -0.219 0.041 0.001
C 2.43626 3.78572 2.83023 0.146 0.069 -0.206 -0.002
H -1.52727 -2.01652 1.29120 -0.395 -0.156 -0.452 0.006
C -1.83156 1.02605 3.30732 0.577 -0.210 0.127 0.002
H -3.04971 -3.43342 -2.17415 0.264 0.045 0.126 0.000
C -2.25681 -2.43613 0.58123 -0.250 -0.232 1.098 0.006
O -1.78619 1.17769 0.76952 -1.154 -0.156 0.036 0.028
H -6.02367 1.16128 -0.08776 0.061 -0.025 0.229 0.000
C -3.82499 1.43513 -1.03817 0.174 0.143 -0.233 0.001
H 1.24868 1.96235 3.05078 0.190 0.303 -0.079 0.003
H -1.31332 -3.42912 -2.58731 -0.255 0.165 0.166 0.000
C -4.22521 1.60051 3.37659 -0.405 0.185 0.249 0.000
C 3.21583 -0.80492 -0.22196 0.985 -0.767 0.045 0.000
H -2.76132 1.34437 -1.26939 -0.349 0.015 0.019 0.002
H 3.63623 5.50795 2.28961 -0.189 -0.310 -0.113 0.002
H -4.76273 2.44378 2.92688 0.188 -0.284 0.313 0.000
H -5.65830 0.52718 1.52588 0.073 0.305 -0.232 0.000
N -4.03253 1.29802 0.39479 0.056 -0.054 0.285 0.002
H 2.42923 4.01966 3.89475 0.052 0.024 -0.226 -0.001
H 0.47269 1.96688 -2.85404 0.068 0.169 0.055 0.016
C 1.82465 -2.72617 1.24845 -0.378 -0.013 0.149 0.011
H -3.85381 1.92260 4.35390 -0.211 0.006 -0.211 0.000
C 3.13124 4.30698 0.56083 -0.130 -0.094 0.156 -0.001
H -2.38892 -3.50273 0.80896 0.002 0.300 0.065 0.000
C 1.77483 2.65030 2.38534 0.143 -0.043 -0.679 0.028
H 0.47127 -1.38212 -4.11906 -0.191 0.126 -0.074 0.000
H 3.25879 -0.20460 0.69740 -0.088 -0.216 -0.273 -0.001
H 2.44242 2.91652 -0.97375 0.059 0.161 0.393 0.001
O -1.80588 -1.11681 -1.41532 -0.560 -1.564 1.009 0.028
C 1.91799 -2.95325 -1.59709 -0.162 -0.070 0.003 0.014
H -4.38560 0.65199 -1.56538 0.216 0.117 0.096 0.000
H 0.89169 -3.26097 1.46084 0.230 -0.015 0.021 0.000
H -4.91617 0.75905 3.53549 0.090 0.315 0.058 0.000
H 2.19081 -2.44871 -2.53142 -0.049 -0.051 0.239 0.000
H -1.89973 -4.38145 -1.19052 -0.068 0.081 -0.233 0.000
H -0.09108 -1.91650 -0.29772 -0.219 -0.241 0.581 0.004
H -2.05125 1.04572 4.37801 0.099 -0.077 -0.209 0.000
C 0.10133 -0.35092 -4.06016 -0.155 0.123 0.055 0.012
C 3.11284 4.61942 1.92654 0.025 0.008 0.131 0.029
H 3.67459 4.94132 -0.14211 -0.152 -0.117 0.226 -0.001
C 1.76091 2.33425 0.99614 0.952 1.002 0.355 0.025
H 3.31462 -0.13012 -1.08237 -0.156 -0.300 0.291 0.000
H -0.99498 -0.34280 -4.01345 0.210 -0.165 -0.153 0.000
P 1.62435 -1.73455 -0.26981 1.178 2.199 -0.631 0.054
H 2.64620 -3.44485 1.11538 -0.211 0.251 0.072 0.001
H 2.04742 -2.05751 2.08907 -0.030 -0.145 -0.190 0.001
N -3.07734 1.21401 2.58741 -0.172 0.001 -0.206 0.003
H -1.38312 0.05570 3.04776 -0.024 0.314 0.125 0.002
Si 0.80551 0.54128 -2.54024 0.424 0.116 -1.361 0.090
C 2.46443 3.18561 0.08768 -0.314 -0.328 0.441 0.028
Mo 0.04885 0.07192 -0.32309 -0.413 -1.815 1.579 1.440
C -2.02992 -3.45342 -1.75780 0.390 -0.518 0.063 -0.001
```
Forces are in eV/Å.

Energy relative to the best compared isomer or geometry (same formula, charge and spin) (kJ/mol): 24.5
Charge: 0
Multiplicity: 3
E_tot (eV): -46866.06877
HOMO (spin up / spin down) (hartree): -0.195 / -0.236
HOMO-LUMO gap (spin up / spin down) (hartree): 0.2021 / 0.2385
Expectation value of S²: 2.021

Record 3
Below is a cluster of 8 separate species, C18H38N4O14P2 in total, with properties calculated with ωB97M-V/def2-TZVPD.

```
76
Properties=species:S:1:pos:R:3:forces:R:3:mulliken_charge:R:1
H 1.65990 5.74193 3.19816 0.089 -0.174 0.082 0.284
H -5.88433 -5.15706 -2.78458 -0.046 -0.220 -0.021 0.231
H 3.07330 -5.36721 -6.53519 0.012 -0.112 -0.193 0.241
O 4.12149 -5.48036 -4.75700 0.005 0.051 0.025 -0.490
H -2.65614 2.36982 -0.47678 -0.287 -0.036 -0.501 0.335
H 3.94447 1.66857 -1.91385 -0.719 -0.640 0.591 0.332
H -6.22162 -3.47541 -1.25430 -0.141 -0.007 -0.058 0.289
H 4.74138 -5.97798 -6.64510 -0.012 0.034 0.111 0.218
H 3.46574 -7.01918 -5.97100 -0.005 -0.018 -0.224 0.265
O -6.97192 -3.68869 -1.82080 -0.019 0.149 -0.007 -0.503
C -1.64798 -1.47220 -0.77090 0.275 -0.115 0.839 0.125
C 2.18814 0.84750 1.04838 0.278 -0.667 -2.865 -0.853
O 2.27178 -0.94346 -5.35812 -0.032 0.140 0.060 -0.536
O -0.78748 -1.57763 -1.90918 0.090 -0.212 1.003 -0.177
C -3.14499 -1.76202 -1.26747 -0.810 -1.364 -0.351 1.038
C 1.45900 -0.65609 -0.94786 0.924 2.257 -0.015 0.635
O -4.87846 1.26782 -0.34085 0.886 -0.216 -1.202 -0.632
C 1.77163 1.14755 5.17909 0.017 0.217 -0.055 -0.309
C -1.80938 3.84709 8.07416 0.086 -0.283 0.052 -0.589
C 3.23003 1.11891 -1.25386 -0.995 -0.529 1.063 -0.538
C 2.30508 -2.31166 -4.96094 0.117 0.052 -0.369 -0.285
O 5.10295 4.28067 0.93957 -0.084 0.034 0.044 -0.479
H -0.66284 2.37785 7.53440 0.016 0.128 -0.102 0.258
P -3.52270 -0.44653 -2.58426 1.418 -0.193 -1.949 -0.348
C 6.33252 3.92437 0.31743 -0.138 0.222 -0.098 -0.605
H -0.08808 4.70317 5.17891 0.094 0.008 -0.048 -0.022
H 1.77147 0.05856 5.15553 -0.017 0.065 -0.090 0.306
H -0.97342 0.48293 -0.61182 -0.031 -0.417 0.331 0.407
O 1.46261 5.10581 3.89426 0.062 -0.186 -0.010 -0.494
H -4.63462 -0.96332 -3.31099 -0.039 0.209 0.876 0.150
C 2.43073 0.02636 -1.83960 -0.260 0.780 2.729 -0.379
C -3.23445 -3.19353 -1.90326 0.225 2.747 0.563 0.099
O -2.89731 2.46649 -1.41983 -1.169 -1.520 -0.816 -0.524
H -5.62881 2.89781 -2.10512 0.146 -0.466 -0.382 0.352
O -3.98570 -2.46107 1.65733 -0.812 -1.119 -0.612 -0.301
N -3.26418 -4.15519 -2.52208 -0.072 -0.476 -0.060 -0.494
C -6.81818 -5.04278 -2.22892 0.257 0.133 0.152 -0.504
H 1.01051 1.49384 5.88238 0.081 -0.076 0.122 -0.091
H 6.16234 3.69446 -0.73754 0.199 -0.068 -0.022 0.255
H 2.39652 -0.91884 -6.31298 -0.016 0.096 0.159 0.293
N -0.71782 -3.31659 0.98728 0.062 -0.182 0.334 -0.522
H 3.27133 -2.74902 -5.22398 -0.062 -0.204 0.132 0.299
H 1.48344 2.59646 3.92122 0.013 0.086 -0.127 0.166
C 3.82916 -5.99145 -6.05048 -0.201 0.034 0.267 -0.528
H -2.01505 4.86202 7.73738 0.077 -0.076 -0.048 0.217
H 0.14777 6.42491 4.79309 -0.184 -0.028 0.058 0.294
O -5.23135 2.21462 -2.68917 2.013 -0.896 0.788 -0.519
O -0.82853 3.27303 7.21830 0.087 -0.026 -0.089 -0.434
H -7.65479 -5.31235 -2.87192 -0.001 0.127 0.066 0.244
H 2.03186 1.10266 2.13602 0.367 -0.304 -1.539 0.682
C 0.16067 5.41000 4.38805 0.056 0.128 -0.153 -0.329
C -1.15248 -2.53014 0.27861 -1.166 1.359 -1.564 -0.268
O 1.47802 1.63205 3.87504 -0.156 0.099 0.288 -0.497
H 3.71878 2.41890 0.59283 -0.650 -1.142 -0.933 0.463
H -0.57052 5.32113 3.58048 -0.152 0.046 0.130 0.284
H 2.16604 -2.36744 -3.88301 0.037 0.037 -0.134 -0.026
H -1.43542 3.87658 9.10049 -0.164 0.116 0.053 0.257
H 6.73393 3.04417 0.81697 -0.109 0.057 0.026 0.232
C 1.39062 -0.23296 0.45491 0.378 0.447 -0.655 0.089
H 4.76767 5.05982 0.48192 -0.011 -0.118 0.121 0.274
C 0.57219 -1.79839 -1.57877 2.398 0.585 1.126 -0.049
H 3.30138 -5.50210 -4.25048 0.182 0.036 0.027 0.292
H 0.65276 -0.76361 1.11404 0.958 0.558 -0.628 0.402
H -2.72963 3.25950 8.03122 -0.096 0.148 0.111 0.273
O 1.13721 -2.82932 -1.79614 -1.388 0.404 -0.527 -0.436
N -4.25687 -2.76580 0.55514 0.838 0.156 2.204 0.240
H -1.56849 -0.20349 0.82348 -0.018 0.495 -0.376 0.298
O -4.11792 -1.61029 -0.22741 1.119 0.650 -1.485 -0.146
P -4.18409 1.41172 -1.66024 -2.160 2.433 3.053 0.969
C 3.12512 1.56139 0.15154 -1.564 -1.919 -0.182 -0.395
H 2.75614 1.50150 5.49356 -0.026 -0.097 0.167 0.289
H 7.04594 4.74705 0.40706 0.144 -0.122 -0.077 0.311
H -6.81250 -5.69488 -1.35174 0.005 -0.178 -0.128 0.234
H 2.57232 -0.24894 -2.91422 -0.281 0.287 1.132 0.241
H 1.49946 -2.85881 -5.45813 0.019 -0.172 0.134 0.294
N -1.68092 -0.12020 -0.18720 0.059 -1.034 -0.324 -0.153
```
Forces are in eV/Å.

SMILES: N#C[C@@](N)(OC(=O)c1ccccc1)[C@@](C#N)(ON=O)PP(=O)(O)O.CO.CO.CO.CO.CO.CO.CO
Charge: 0
E_tot (eV): -72476.61645
HOMO (hartree): -0.339
HOMO-LUMO gap (hartree): 0.3030